No. 1
9
Properties=species:S:1:pos:R:3 method="wB97M-V/def2-TZVPD" homo_ev="-7.952 / -7.952" orbital_gap_ev="5.8 / 5.8" multiplicity=1 relative_energy_kcal_mol=54.1 total_charge=0
C -0.30 0.44 0.13
N 0.46 1.35 -0.58
S 0.03 3.39 1.43
S 1.79 1.84 -1.10
I 2.10 4.14 0.76
I 3.79 0.43 -1.04
H -0.01 -0.55 0.14
H -0.15 0.71 1.17
H -1.33 0.60 -0.17

No. 2
52
Properties=species:S:1:pos:R:3 method="wB97M-V/def2-TZVPD" homo_ev=-12.580 orbital_gap_ev=7.0 multiplicity=1 total_charge=+1
Ta 0.47 0.37 0.93
O 4.38 1.51 0.80
C 3.17 1.59 0.62
O 2.31 0.61 1.15
C 2.50 2.64 -0.25
C 3.40 3.59 -0.84
C 2.93 4.65 -1.63
C 1.53 4.68 -2.04
C 0.73 3.62 -1.56
C 1.19 2.82 -0.46
O 0.21 2.07 0.18
N -0.58 3.35 -2.10
O -1.55 2.82 -1.53
O -0.64 3.86 -3.27
N 3.80 5.53 -2.18
O 3.30 6.31 -3.07
O 4.98 5.63 -1.68
H 4.47 3.51 -0.54
H 1.01 5.41 -2.65
C -0.39 -5.12 0.25
Si -0.51 -3.45 1.12
C 0.81 -3.25 2.61
C -2.36 -3.26 1.71
As 0.11 -1.64 -0.40
Si -1.95 -1.42 -1.48
C -1.46 -0.46 -3.06
C -2.33 -3.18 -2.12
C -3.17 -0.36 -0.54
H -0.55 -6.13 0.76
H 0.60 -5.26 -0.25
H -1.14 -5.21 -0.56
H 0.50 -3.90 3.44
H 0.86 -2.28 3.14
H 1.91 -3.55 2.29
H -2.62 -4.16 2.27
H -2.98 -3.19 0.86
H -2.53 -2.31 2.32
H -2.40 -0.37 -3.64
H -0.74 -0.93 -3.75
H -1.19 0.55 -2.71
H -1.63 -3.34 -2.94
H -3.38 -3.24 -2.42
H -2.15 -3.92 -1.33
H -2.64 0.59 -0.33
H -3.51 -0.94 0.37
H -4.11 -0.19 -1.15
B 0.40 1.11 4.60
C -0.11 0.77 3.29
N -0.57 0.04 2.47
H -0.16 0.49 5.57
H 1.53 0.67 4.74
H 0.26 2.27 4.97

No. 3
83
Properties=species:S:1:pos:R:3 method="wB97M-V/def2-TZVPD" smiles="CCCCC[C@@]1(OCCC)C(=O)O[C@H](CCO[Si](C)(C)C)[C@@H]1COO.c1ccncc1.c1ccncc1" homo_ev=-9.379 orbital_gap_ev=10.0 multiplicity=1 total_charge=0
C -3.81 -2.00 3.73
C -3.76 -0.98 2.59
C -2.47 -1.24 1.80
C -2.26 -0.23 0.64
C -2.39 -0.85 -0.77
C -1.07 -1.00 -1.50
O -1.05 -1.65 -2.76
C -2.25 -1.59 -3.52
C -2.67 -0.19 -3.98
C -4.21 -0.18 -4.20
C -0.20 0.26 -1.67
O -0.09 0.98 -2.58
O 0.57 0.46 -0.56
C 1.02 -0.86 -0.14
C 2.39 -1.03 -0.83
C 3.15 0.27 -1.03
O 3.35 0.96 0.20
Si 3.41 2.63 0.02
C 4.75 3.02 -1.27
C 3.85 3.39 1.69
C 1.77 3.37 -0.52
C -0.11 -1.83 -0.58
C 0.47 -3.13 -1.11
O -0.37 -4.26 -0.94
O -1.68 -3.89 -1.25
H -3.03 -1.78 4.45
H -4.78 -1.93 4.22
H -3.63 -3.02 3.40
H -4.58 -1.11 1.89
H -3.72 0.03 2.97
H -2.49 -2.23 1.36
H -1.59 -1.21 2.44
H -3.08 0.49 0.74
H -1.35 0.34 0.79
H -3.11 -0.26 -1.32
H -2.85 -1.83 -0.66
H -3.07 -2.14 -3.05
H -2.04 -2.15 -4.43
H -2.22 -0.01 -4.95
H -2.46 0.58 -3.25
H -4.60 -1.17 -4.42
H -4.65 0.17 -3.27
H -4.49 0.55 -4.95
H 1.14 -0.88 0.93
H 2.32 -1.50 -1.81
H 3.02 -1.65 -0.19
H 4.15 -0.01 -1.40
H 2.70 0.91 -1.78
H 5.69 2.62 -0.92
H 4.46 2.59 -2.22
H 4.84 4.10 -1.42
H 4.92 3.42 1.83
H 3.34 2.89 2.51
H 3.48 4.41 1.68
H 1.86 4.46 -0.50
H 1.49 3.05 -1.52
H 0.95 3.12 0.15
H -0.52 -2.12 0.38
H 0.85 -3.06 -2.12
H 1.34 -3.36 -0.50
H -2.23 -4.59 -0.88
N 6.19 -1.71 -2.33
C 7.02 -2.34 -1.50
C 8.39 -2.14 -1.49
C 8.94 -1.26 -2.40
C 8.09 -0.60 -3.28
C 6.73 -0.86 -3.20
H 6.55 -3.03 -0.80
H 9.02 -2.68 -0.79
H 10.00 -1.08 -2.43
H 8.47 0.11 -4.00
H 6.03 -0.36 -3.86
N -6.56 0.98 5.33
C -5.80 1.40 6.34
C -5.43 2.73 6.53
C -5.87 3.67 5.61
C -6.66 3.25 4.56
C -6.98 1.91 4.46
H -5.47 0.63 7.02
H -4.81 3.01 7.36
H -5.60 4.71 5.73
H -7.03 3.96 3.82
H -7.60 1.54 3.65

No. 4
12
Properties=species:S:1:pos:R:3 method="wB97M-V/def2-TZVPD" smiles="CC(=O)SCO" homo_ev=-9.391 orbital_gap_ev=9.8 multiplicity=1 relative_energy_kcal_mol=50.5 total_charge=0
C 1.69 -1.10 0.12
C -2.61 0.12 -1.07
C -0.98 -0.08 -0.84
O 1.83 -2.46 0.34
O -0.34 -0.09 -1.83
S -0.12 -0.37 0.70
H 1.54 -0.89 -0.93
H -2.87 0.62 -2.01
H -3.08 -0.83 -1.15
H -2.79 0.61 -0.09
H 1.97 -2.53 1.39
H 2.45 -0.53 0.51

No. 5
8
Properties=species:S:1:pos:R:3 method="wB97M-V/def2-TZVPD" homo_ev=-9.418 orbital_gap_ev=8.6 multiplicity=1 relative_energy_kcal_mol=150.8 total_charge=0
C 0.02 -1.21 -0.09
C -0.50 0.03 -0.08
N 1.66 0.37 -0.21
O 0.39 1.02 0.09
O -1.80 0.36 -0.05
H -0.03 -2.17 -0.53
H 2.13 0.31 0.70
H -1.87 1.30 0.17

No. 6
15
Properties=species:S:1:pos:R:3 method="wB97M-V/def2-TZVPD" smiles="O=C1CN2C[C@H]2CS1" homo_ev=-9.556 orbital_gap_ev=10.3 multiplicity=1 relative_energy_kcal_mol=39.3 total_charge=0
C -0.16 0.42 -1.31
C -0.58 1.27 -0.09
C -0.14 0.79 2.32
C 0.55 -0.23 1.46
C -0.19 -1.34 0.80
H -1.62 1.08 0.22
H -0.53 2.32 -0.40
H -1.26 0.61 2.46
H 0.31 1.24 3.18
H 1.60 -0.42 1.73
H -1.26 -1.14 0.89
H 0.13 -2.27 1.29
N 0.39 1.11 0.97
O -0.01 0.85 -2.43
S 0.19 -1.34 -0.99

no.,strongest force on any atom (eV Å⁻¹)
1,4.0
2,7.2
3,2.7
4,4.1
5,3.7
6,1.9